#1
The following is a DFT calculation (ωB97M-V/def2-TZVPD) of an isolated ion of composition C3H11N2S and charge +1.

Properties
Total charge: +1
E_HOMO: -13.10 eV

Last column: Löwdin charge in e.
Positions of all 17 atoms, in Å:
S -0.01 2.24 -1.68  0.72
N 0.78 -0.55 -1.09  0.14
N 0.69 -1.56 1.43  -0.04
C 0.23 0.29 0.01  -0.45
C -0.93 1.17 -0.53  -0.52
C -0.37 -0.63 1.14  -0.24
H -1.53 1.60 0.33  0.12
H -1.73 0.48 -1.13  0.13
H 1.01 0.96 0.50  0.17
H 1.24 -1.44 -0.61  0.19
H 1.39 -1.19 2.17  0.14
H 1.51 -0.14 -1.61  0.12
H 0.33 -2.49 1.80  0.13
H -0.04 -0.88 -1.83  0.25
H -0.46 3.54 -1.42  -0.08
H -0.90 -0.20 1.89  0.08
H -1.21 -1.20 0.65  0.14

=====

#2
The following is a DFT calculation (ωB97M-V/def2-TZVPD) of a 2-piece molecular cluster, C3H11N2S overall.

Properties
Total charge: +1
E_HOMO: -13.16 eV

Last column: Löwdin charge in e.
Positions of all 17 atoms, in Å:
S -1.53 2.05 0.07  0.69
N 1.84 -1.07 1.24  0.07
N -1.33 -1.15 -0.74  0.14
C 0.21 1.92 -0.53  -0.43
C -0.10 -1.69 -0.15  -0.11
C 0.51 -0.98 0.84  -0.18
H 0.16 -2.70 -0.52  0.13
H -0.07 -0.14 1.24  0.10
H 0.24 1.22 -1.38  0.03
H 0.85 1.41 0.21  0.01
H -1.50 -0.14 -0.50  0.03
H -2.16 -1.68 -0.41  0.18
H -1.30 -1.13 -1.76  0.17
H 2.21 -0.16 1.58  0.11
H -1.14 2.78 1.11  -0.12
H 0.60 2.89 -0.84  0.05
H 2.52 -1.44 0.55  0.12

=====

Most stable to least stable, the ends of the list are #2 and #1.

=====

#1
The following is a DFT calculation (ωB97M-V/def2-TZVPD) of one molecule with the formula C3H9N3O2S2.

Properties
E_HOMO (alpha / beta): -8.98 / -8.98 eV

Last column: Löwdin charge in e.
Positions of all 19 atoms, in Å:
S -0.93 1.19 -0.84  0.55
S 1.84 0.48 0.06  0.85
O -2.23 1.09 -0.23  -0.31
O -0.63 0.41 -2.04  -0.34
N 0.00 -1.58 -0.29  -0.15
N -0.56 -0.94 0.70  -0.15
N -0.72 2.88 -1.33  -0.05
C 1.38 -1.35 -0.49  -0.37
C 0.25 0.96 0.39  -0.68
C 0.01 -1.28 2.03  -0.12
H 1.65 -1.31 -1.58  0.08
H -0.26 2.50 -2.17  0.04
H -0.05 -2.40 2.22  0.09
H -0.14 1.33 1.38  0.10
H 1.20 -0.96 2.03  0.09
H -0.77 -0.80 2.74  0.11
H -0.56 -1.40 -1.14  0.12
H -1.63 3.25 -1.41  0.04
H 2.15 -2.07 -0.04  0.11

=====

#2
The following is a DFT calculation (ωB97M-V/def2-TZVPD) of a 2-piece molecular cluster, C3H9N3O2S2 overall.

Properties
E_HOMO (alpha / beta): -9.31 / -8.73 eV

Last column: Löwdin charge in e.
Positions of all 19 atoms, in Å:
S 0.64 2.05 1.48  0.89
S 1.58 -0.76 1.51  0.90
O 2.45 -0.50 0.30  -0.64
O 1.50 2.77 2.43  -0.49
N -0.65 2.17 -1.48  0.12
N 1.06 0.81 -2.11  0.12
N 1.22 1.84 -0.03  -0.24
C -1.19 -0.98 1.31  -0.19
C 0.01 -1.29 0.54  -0.43
C 0.46 1.63 -1.21  -0.64
H 0.56 0.29 -2.82  0.11
H 1.99 1.20 -0.09  0.02
H -1.23 0.19 1.43  0.07
H -1.07 2.55 -0.63  0.03
H -2.09 -1.26 0.83  0.06
H 0.26 -2.24 0.25  0.03
H 0.12 -0.70 -0.49  0.11
H 1.82 0.24 -1.77  0.07
H -1.26 -1.57 2.25  0.09

=====

Most stable to least stable, the ends of the list are #2 and #1.

=====

#1
The following is a DFT calculation (ωB97M-V/def2-TZVPD) of Cl2N4O12Pt as an isolated structure.

Properties
Total charge: -4
⟨S²⟩: 2.00
Spin multiplicity: 3
E_HOMO (alpha / beta): 3.38 / 3.25 eV

Last column: Löwdin charge in e.
Positions of all 19 atoms, in Å:
Pt 11.94 -11.02 13.08  0.87
Cl 14.48 -10.78 13.52  -0.45
Cl 10.58 -9.31 11.43  -0.48
O 13.00 -13.57 9.65  -0.09
O 12.63 -12.11 11.18  -0.22
O 10.46 -8.04 16.23  -0.16
O 7.86 -12.17 13.01  -0.09
O 10.67 -12.40 16.27  -0.05
O 12.12 -12.61 14.75  -0.22
O 13.88 -11.63 9.43  -0.11
O 10.00 -12.10 12.92  -0.24
O 9.23 -9.72 16.23  -0.09
O 8.99 -13.67 14.02  -0.08
O 10.71 -9.55 14.67  -0.15
O 12.48 -13.38 16.83  -0.10
N 11.81 -12.79 15.97  -0.58
N 8.94 -12.76 13.17  -0.56
N 10.06 -9.05 15.59  -0.60
N 13.18 -12.44 10.10  -0.60

=====

#2
The following is a DFT calculation (ωB97M-V/def2-TZVPD) of Cl2N4O12Pt as an isolated structure.

Properties
Total charge: -4
⟨S²⟩: 2.20
Spin multiplicity: 3
E_HOMO (alpha / beta): 1.27 / 1.40 eV

Last column: Löwdin charge in e.
Positions of all 19 atoms, in Å:
Pt -0.27 -1.14 1.24  0.67
Cl -4.65 -2.45 0.60  -0.75
Cl 0.69 -3.84 4.67  -0.93
O 0.58 -6.34 -3.81  -0.08
O -2.91 2.08 -4.29  -0.12
O -1.26 4.46 4.79  0.04
O 4.49 2.93 2.82  0.10
O -1.28 1.20 -3.19  -0.06
O -2.01 4.65 2.92  0.03
O 3.73 1.17 1.86  0.10
O -1.21 1.62 -5.38  -0.14
O -1.28 -5.61 -4.08  -0.08
O -1.26 2.81 3.49  0.06
O -0.10 -4.72 -2.69  -0.04
O 5.56 1.35 2.64  0.10
N -1.34 4.00 3.70  -0.69
N -1.76 1.61 -4.25  -0.67
N 4.55 1.86 2.39  -0.76
N -0.28 -5.63 -3.43  -0.79

=====

Most stable to least stable, the ends of the list are #1 and #2.

=====

#1
The following is a DFT calculation (ωB97M-V/def2-TZVPD) of one molecule with the formula C20H31N5O4.

Properties
E_HOMO: -8.48 eV

Last column: Löwdin charge in e.
Positions of all 60 atoms, in Å:
O -4.81 1.37 -3.06  0.06
O -2.18 -0.15 -0.25  0.04
O 1.61 -1.08 4.85  0.07
O 3.42 -2.96 -0.16  0.04
N 4.08 -0.80 0.29  -0.06
N -2.60 1.10 -2.61  0.11
N -3.76 -0.12 1.35  -0.09
N -0.04 -0.24 3.60  -0.03
N 3.68 0.23 1.14  0.09
C 3.29 1.02 -1.83  -0.08
C -3.30 0.19 0.11  -0.41
C 4.38 -0.02 -2.09  -0.40
C 2.22 0.48 3.14  -0.02
C -1.20 -0.91 4.17  -0.07
C 5.00 -0.57 -0.80  -0.11
C -2.10 -0.09 3.20  -0.21
C -0.75 1.01 -4.29  -0.10
C -4.26 0.95 -0.80  0.00
C 2.48 -1.61 1.65  0.09
C -0.80 0.55 2.62  -0.06
C 3.34 -1.94 0.51  -0.45
C -2.19 1.25 -3.97  -0.29
C -2.92 -0.92 2.23  -0.12
C 2.76 -0.35 2.01  -0.24
C 1.24 -0.33 3.96  -0.48
C -1.80 0.04 -4.77  -0.09
C 3.81 -1.16 -2.94  -0.07
C -5.03 0.29 1.91  -0.03
C -3.91 1.14 -2.28  -0.48
H 3.03 0.80 3.80  0.13
H -3.58 -1.59 2.79  0.13
H 3.65 1.85 -1.22  0.07
H -2.05 0.02 -5.83  0.10
H 5.19 0.45 -2.65  0.13
H -5.59 0.90 1.22  0.08
H -1.86 -0.92 -4.27  0.10
H 3.39 -0.78 -3.87  0.07
H -0.28 1.66 -5.02  0.10
H 5.76 0.13 -0.43  0.12
H -2.72 2.04 -4.48  0.14
H -4.88 0.86 2.83  0.09
H -0.72 1.63 2.77  0.12
H 1.76 1.38 2.72  0.12
H 3.02 -1.68 -2.40  0.07
H -2.72 0.63 3.72  0.13
H 4.57 -1.90 -3.19  0.08
H -0.60 0.30 1.58  0.11
H -5.63 -0.59 2.16  0.10
H -1.98 0.68 -1.93  0.11
H -1.35 -0.72 5.23  0.13
H -0.11 0.69 -3.48  0.09
H -4.39 1.96 -0.39  0.14
H 5.49 -1.52 -0.99  0.13
H -1.20 -1.99 3.99  0.13
H -2.26 -1.54 1.62  0.13
H -5.24 0.48 -0.80  0.13
H 2.93 1.42 -2.78  0.07
H 4.47 0.67 1.60  0.16
H 1.78 -2.28 2.11  0.12
H 2.45 0.57 -1.31  0.07

=====

#2
The following is a DFT calculation (ωB97M-V/def2-TZVPD) of one molecule with the formula C20H31N5O4.

Properties
E_HOMO: -8.60 eV

Last column: Löwdin charge in e.
Positions of all 60 atoms, in Å:
O 0.46 -8.00 -0.17  0.01
O 1.87 -13.08 -0.87  0.06
O -4.66 -7.92 2.63  0.07
O -1.45 -10.25 -1.13  0.03
N -1.19 -6.96 -1.39  -0.04
N -1.79 -12.23 -0.09  -0.07
N -4.86 -9.52 1.05  -0.02
N 1.57 -10.87 -0.45  0.13
N -2.57 -6.83 -1.32  0.11
C -1.86 -7.79 0.58  0.07
C -2.55 -11.58 0.97  -0.12
C 0.70 -8.49 -3.70  -0.07
C -0.48 -7.52 -3.77  -0.39
C -4.65 -8.25 1.46  -0.48
C -0.44 -6.57 -2.56  -0.10
C -2.93 -7.29 -0.05  -0.24
C -1.78 -8.32 -3.88  -0.08
C -0.70 -7.63 -0.29  -0.44
C 1.22 -12.05 -1.01  -0.48
C 2.76 -10.78 0.35  -0.29
C -4.37 -7.24 0.35  -0.02
C -0.07 -12.04 -1.84  0.00
C -4.72 -10.69 1.91  -0.07
C -1.48 -13.65 0.05  -0.02
C -4.44 -10.23 -0.17  -0.06
C 2.65 -11.05 1.82  -0.09
C -4.05 -11.44 0.73  -0.21
C 2.86 -9.65 1.32  -0.10
C -1.18 -11.44 -1.01  -0.43
H 1.01 -10.03 -0.59  0.10
H -1.84 -8.27 1.55  0.13
H 0.64 -9.08 -2.78  0.06
H -2.14 -14.06 0.81  0.09
H -4.09 -10.51 2.79  0.12
H 0.59 -6.44 -2.22  0.13
H -0.37 -6.90 -4.66  0.13
H -3.62 -9.77 -0.71  0.10
H 0.06 -11.41 -2.71  0.12
H 1.67 -11.31 2.20  0.10
H -4.63 -6.25 0.75  0.13
H -0.25 -13.06 -2.15  0.12
H -2.66 -7.67 -3.96  0.07
H -2.39 -12.15 1.89  0.13
H 1.65 -7.96 -3.69  0.08
H 3.65 -11.12 -0.15  0.14
H 3.83 -9.20 1.45  0.10
H 0.69 -9.18 -4.55  0.08
H -4.49 -12.39 0.46  0.14
H -0.45 -13.82 0.35  0.09
H -4.99 -7.44 -0.52  0.13
H -1.91 -8.96 -3.01  0.05
H -1.75 -8.95 -4.77  0.08
H -5.67 -11.10 2.24  0.12
H 3.48 -11.56 2.30  0.10
H -2.13 -10.58 1.13  0.12
H 2.02 -8.96 1.35  0.08
H -0.81 -5.58 -2.85  0.12
H -1.67 -14.18 -0.88  0.09
H -5.28 -10.43 -0.83  0.12
H -2.90 -5.92 -1.58  0.16

=====

Most stable to least stable, the ends of the list are #2 and #1.

=====

#1
The following is a DFT calculation (ωB97M-V/def2-TZVPD) of a 3-piece molecular cluster, C3HN3O2 overall.

Properties
E_HOMO (alpha / beta): -11.04 / -11.02 eV

Last column: Löwdin charge in e.
Positions of all 9 atoms, in Å:
O 3.09 1.74 -0.46  0.17
O 0.46 -0.46 0.61  0.18
N 4.99 0.44 0.08  0.29
N 0.50 1.48 -0.70  0.16
N 4.18 -1.92 0.05  0.02
C 3.97 1.04 -0.14  -0.38
C 0.59 0.56 0.09  -0.44
C 3.87 -3.01 0.07  -0.08
H 1.25 2.24 -0.77  0.10

=====

#2
The following is a DFT calculation (ωB97M-V/def2-TZVPD) of one molecule with the formula C3HN3O2.

Properties
E_HOMO: -10.27 eV

Last column: Löwdin charge in e.
Positions of all 9 atoms, in Å:
O -0.23 -1.26 0.00  -0.01
O 1.13 1.84 -0.01  0.05
N 1.70 -0.44 -0.02  0.12
N 1.02 -1.60 0.09  0.09
N -2.94 0.36 0.02  0.18
C -0.39 0.08 -0.22  -0.15
C -1.76 0.19 0.13  -0.11
C 0.87 0.57 -0.13  -0.44
H 2.00 2.12 0.72  0.28

=====

Most stable to least stable, the ends of the list are #2 and #1.